A cluster of 2 separate species, C5H8NO4S in total, computed with the ωB97M-V functional and the def2-TZVPD basis.

CARTESIAN COORDINATES (ANGSTROEM)
C  3.220319  -0.690238  0.893998
C  -0.094579  1.560516  -0.384761
C  0.529875  0.299928  -0.104218
C  0.050955  -0.246001  1.288762
C  0.139809  -0.827949  -1.320969
N  1.897706  0.487109  -0.177900
O  3.354357  -0.048962  1.867027
O  3.372622  -1.628319  0.211530
O  3.331680  2.489450  -0.417007
O  0.624457  2.676731  0.143175
S  2.260977  1.950778  0.464332
H  -0.018033  1.654942  -1.483310
H  -1.173864  1.725750  -0.169807
H  -1.054556  -0.198357  1.307327
H  0.482811  0.477017  1.952174
H  0.318808  -1.241072  1.631881
H  0.350884  -1.670454  -0.792142
H  0.773387  -0.605832  -2.217742
H  -0.929194  -0.657402  -1.586172

Forces on atoms 1 to 2 (eV/Å):
-0.66 -0.08 -0.18
-1.84 3.59 -2.59

Results
energy relative to the best compared isomer or geometry (same formula, charge and spin): 27.4 kcal per mole
HOMO-LUMO gap: 7.81 eV
charge: -1
HOMO: -4.22 eV
strongest force on any atom: 5.460 eV/A
E_LUMO: 3.593 eV